Entry from OMol25: a cluster of 2 separate species, C3H6Br2O in total (ωB97M-V/def2-TZVPD).

Geometry as ORCA input:
```
! RIJCOSX wB97M-V def2-TZVPD def2/J DEFGRID3
* xyz 0 1
H -0.27 0.84 2.72
H 0.28 -0.51 -2.81
O -1.11 0.98 2.26
H -2.65 -0.17 1.49
Br 1.00 -2.06 -0.28
H 0.61 1.24 -2.16
C 0.82 0.19 -2.20
H -1.05 -1.07 1.86
H 1.86 -0.10 -2.51
C -1.67 -0.15 1.82
Br 1.57 1.06 0.51
C 0.62 -0.25 -0.70
*
```

Properties
ΔE to the lowest compared entry with this formula, charge and spin ... 4.013 eV
Calculated total energy ... -145336.416 eV